Formula: C11H16Cl3NO2PV
Source: the Open Molecules 2025 dataset
Level of theory: ωB97M-V/def2-TZVPD

Values from the calculation:
- charge = +2
- energy (a.u.) = -3299.3422
- E_HOMO (alpha / beta) (eV) = -15.964 / -15.958
- frontier orbital gap (alpha / beta) (eV) = 6.4 / 6.6
- 2S+1 = 3

CARTESIAN COORDINATES (ANGSTROEM)
V: 1.113 -0.768 0.713
Cl: 5.722 2.171 0.772
Cl: -1.829 1.170 1.098
Cl: 1.761 -1.464 2.683
P: -0.986 -2.056 0.063
O: -0.697 0.800 -1.198
O: 2.230 -1.626 -1.939
N: 1.851 1.259 0.544
C: 3.448 3.621 0.488
C: 2.066 3.672 0.421
C: 4.021 2.342 0.566
C: -0.676 -3.359 -1.195
C: -2.717 -1.619 -0.402
C: -1.408 -2.994 1.579
C: -1.657 1.300 -0.681
C: 1.279 2.517 0.521
C: 3.221 1.189 0.504
C: -2.897 1.922 -1.210
C: 1.769 -1.294 -0.913
H: -3.840 1.358 -0.894
H: -0.566 -2.886 -2.180
H: -3.158 -0.908 0.298
H: -2.783 -1.196 -1.409
H: -2.308 -3.608 1.390
H: -1.597 -2.270 2.387
H: 3.720 0.202 0.467
H: -1.519 -4.067 -1.232
H: -0.545 -3.606 1.870
H: 0.258 -3.884 -0.955
H: -2.704 1.827 -2.284
H: 1.531 4.637 0.304
H: 0.189 2.631 0.555
H: 4.072 4.519 0.509
H: -3.025 2.987 -0.862
H: -3.342 -2.520 -0.377

Results of the natural (NBO) charge analysis, in e, for atoms 1 through 5: 1.041, 0.121, -0.062, -0.201, 0.948